[1]
Density functional theory data (ωB97M-V with the def2-TZVPD basis set) for one molecule with the formula C4H7NO at a distorted geometry.

XYZ file:
```
13
Properties=species:S:1:pos:R:3:mulliken_charge:R:1
H -0.01723 -3.27181 -0.23741 0.233
N -0.38298 -2.32295 -0.13456 -0.468
C 0.47623 -1.41134 -0.13099 -0.261
C -0.31021 0.25061 0.06710 0.451
C -1.61165 0.28730 -0.01050 -0.816
C 0.95528 0.86687 -0.06801 -0.349
O 0.39249 2.43129 0.04304 -0.603
H 1.55861 -1.58565 -0.23649 0.312
H -2.15890 1.21646 0.02908 0.324
H -2.12256 -0.67255 0.01224 0.328
H 1.38566 0.87845 -1.06609 0.295
H 1.64628 0.71854 0.76279 0.275
H 0.18900 2.61479 0.96979 0.278
```

## Properties
Relative energy (zero: lowest compared OMol25 entry of this formula, charge and spin): 458.41 kJ/mol
2S+1: 1
Orbital gap: 0.363 hartree
LUMO: 0.81 eV

***

[2]
Density functional theory data (ωB97M-V with the def2-TZVPD basis set) for one molecule with the formula C4H7NO2.

XYZ file:
```
14
Properties=species:S:1:pos:R:3:mulliken_charge:R:1
O -0.78311 -0.54608 1.47913 -0.549
C -0.96105 -0.01927 0.17891 -0.279
C -0.28731 -0.88376 -0.88399 -0.452
N 1.12392 -1.03083 -0.48829 -0.558
C 1.62894 -0.08247 0.19488 0.103
O 1.11416 1.12859 0.47994 -0.344
C -0.23641 1.32053 0.03926 -0.396
H -0.09425 -1.21628 1.39671 0.401
H -2.03904 0.06742 0.06911 0.395
H -0.40554 -0.39642 -1.86136 0.356
H -0.73557 -1.87967 -0.96805 0.319
H 2.56334 -0.21842 0.73766 0.394
H -0.22156 1.63481 -1.01315 0.292
H -0.66655 2.12183 0.63925 0.319
```

## Properties
Relative energy (zero: lowest compared OMol25 entry of this formula, charge and spin): 163.50 kJ/mol
2S+1: 1
Orbital gap: 0.393 hartree
LUMO: 0.85 eV

***

[3]
Density functional theory data (ωB97M-V with the def2-TZVPD basis set) for one molecule with the formula C4H7NO2.

XYZ file:
```
14
Properties=species:S:1:pos:R:3:mulliken_charge:R:1
C -0.88419 1.25898 -0.89347 -1.131
C 0.04633 0.31043 -0.19838 0.540
N 1.08826 0.68405 0.44096 -0.446
O 1.22577 2.06289 0.41612 -0.401
C -0.21987 -1.16156 -0.22312 0.012
C 0.25956 -2.02032 0.85332 -0.394
O -1.11806 -1.68245 0.75486 -0.419
H -0.32858 1.89531 -1.59057 0.344
H -1.66895 0.72220 -1.43117 0.337
H -1.34717 1.92672 -0.15922 0.304
H 2.04446 2.20730 0.90789 0.377
H -0.39875 -1.59526 -1.20859 0.364
H 0.52689 -3.05517 0.64254 0.263
H 0.77430 -1.55311 1.68883 0.251
```

## Properties
Relative energy (zero: lowest compared OMol25 entry of this formula, charge and spin): 343.75 kJ/mol
2S+1: 1
Orbital gap: 0.398 hartree
LUMO: 0.96 eV

***

[4]
Density functional theory data (ωB97M-V with the def2-TZVPD basis set) for a 3-piece molecular cluster, C4H7NO2 overall at a distorted geometry.

XYZ file:
```
14
Properties=species:S:1:pos:R:3:mulliken_charge:R:1
O -2.18986 -0.11590 0.54846 -0.538
C -1.05872 -0.54885 1.17713 0.212
C -0.54512 -1.75303 0.95833 -0.965
N 1.88410 -0.40517 -0.51023 -0.463
C 1.79615 0.50546 -1.38627 -0.428
C -0.49800 2.26209 0.02702 0.163
O -0.72922 2.94232 -0.85114 -0.177
H -2.34648 0.80281 0.79253 0.373
H -0.59187 0.15957 1.85870 0.312
H 0.36327 -2.04568 1.47142 0.324
H -1.00871 -2.44192 0.25951 0.309
H 1.38152 -1.24269 -0.81283 0.271
H 1.27727 0.40929 -2.34821 0.249
H 2.26567 1.47172 -1.18443 0.358
```

## Properties
Relative energy (zero: lowest compared OMol25 entry of this formula, charge and spin): 284.32 kJ/mol
2S+1: 1
Orbital gap: 0.354 hartree
LUMO: 0.69 eV

***

[5]
Density functional theory data (ωB97M-V with the def2-TZVPD basis set) for a 2-piece molecular cluster, C4H7NO2 overall.

XYZ file:
```
14
Properties=species:S:1:pos:R:3:mulliken_charge:R:1
C -1.92736 0.03967 0.14561 -1.177
C -0.67710 0.05384 -0.70519 0.886
N -0.07337 1.21721 -1.04452 -0.496
O -0.06558 -1.00855 -0.96550 -0.511
C 1.47215 -1.04653 0.55858 -0.482
C 1.92463 0.19236 0.16300 0.102
O 1.17542 1.22267 0.34989 -0.402
H -1.68191 0.40925 1.14931 0.264
H -2.70170 0.69065 -0.27150 0.392
H -2.31473 -0.97769 0.22246 0.329
H -0.62140 2.01341 -0.69645 0.269
H 0.66980 -1.13793 1.27968 0.231
H 2.02871 -1.95027 0.31318 0.271
H 2.79246 0.28192 -0.49854 0.325
```

## Properties
Relative energy (zero: lowest compared OMol25 entry of this formula, charge and spin): 440.11 kJ/mol
2S+1: 1
Orbital gap: 0.313 hartree
LUMO: -0.85 eV

***

[6]
Density functional theory data (ωB97M-V with the def2-TZVPD basis set) for one molecule with the formula C4H7NO2.

XYZ file:
```
14
Properties=species:S:1:pos:R:3:mulliken_charge:R:1
C 1.14028 -0.75082 -0.04995 -1.088
C 0.76887 0.32072 0.67082 0.883
N 1.49417 0.78497 1.75336 -0.479
O -0.31506 1.10472 0.38862 -0.420
C -1.07766 0.64116 -0.71602 -0.420
C -1.67578 -0.72193 -0.44189 0.088
O -2.08778 -1.43778 -1.31980 -0.489
H 1.92898 -1.39075 0.32273 0.217
H 0.78825 -0.93391 -1.05264 0.271
H 1.00268 1.19760 2.53119 0.238
H 2.24843 0.16969 2.02675 0.220
H -0.50360 0.62672 -1.65026 0.334
H -1.92500 1.31790 -0.87278 0.301
H -1.78017 -0.95576 0.63769 0.344
```

## Properties
Relative energy (zero: lowest compared OMol25 entry of this formula, charge and spin): 191.24 kJ/mol
2S+1: 1
Orbital gap: 0.345 hartree
LUMO: 0.88 eV

***

[7]
Density functional theory data (ωB97M-V with the def2-TZVPD basis set) for one molecule with the formula C4H7NO2 at a distorted geometry.

XYZ file:
```
14
Properties=species:S:1:pos:R:3:mulliken_charge:R:1
C -0.98019 -1.27065 1.54902 -1.022
C -1.57596 -0.67902 0.21472 -0.463
C -0.72184 0.56987 0.08231 0.511
O -1.17233 1.69015 0.24464 -0.605
N 0.61568 0.63843 -0.41240 -0.110
C 1.43725 -0.41636 -0.73360 0.112
O 2.53324 -0.15860 -1.19505 -0.545
H -1.04130 -2.37121 1.44018 0.251
H 0.00726 -0.86946 1.96570 0.356
H -1.73832 -0.96296 2.25543 0.372
H -1.29203 -1.27821 -0.66974 0.258
H -2.66767 -0.55748 0.29183 0.319
H 0.81739 1.58035 -0.73561 0.272
H 0.99737 -1.40541 -0.65455 0.294
```

## Properties
Relative energy (zero: lowest compared OMol25 entry of this formula, charge and spin): 106.25 kJ/mol
2S+1: 1
Orbital gap: 0.394 hartree
LUMO: 0.65 eV

***

[8]
Density functional theory data (ωB97M-V with the def2-TZVPD basis set) for one molecule with the formula C4H7NO2.

XYZ file:
```
14
Properties=species:S:1:pos:R:3:mulliken_charge:R:1
C -1.01023 -0.97424 1.00766 -1.326
C -0.49086 -0.13469 -0.19378 0.566
C -0.84515 1.34745 -0.10518 -0.186
O -1.94159 1.77508 -0.36012 -0.460
C 1.00690 -0.42499 -0.28661 0.272
N 1.83730 0.49910 -0.85149 -0.400
O 1.47818 -1.43615 0.19545 -0.617
H -0.69099 -0.53074 1.96001 0.342
H -2.09839 -1.05785 0.97253 0.374
H -0.55697 -1.97191 0.95933 0.336
H -0.99933 -0.49395 -1.09874 0.217
H -0.03385 2.03600 0.22158 0.398
H 1.54573 1.17137 -1.53910 0.223
H 2.79924 0.19552 -0.88156 0.260
```

## Properties
Relative energy (zero: lowest compared OMol25 entry of this formula, charge and spin): 65.93 kJ/mol
2S+1: 1
Orbital gap: 0.394 hartree
LUMO: 0.71 eV

***

[9]
Density functional theory data (ωB97M-V with the def2-TZVPD basis set) for a 2-piece molecular cluster, C4H7NO2 overall at a distorted geometry.

XYZ file:
```
14
Properties=species:S:1:pos:R:3:mulliken_charge:R:1
C -0.51844 -1.99716 0.44472 -1.037
C -1.08880 -0.68808 0.14080 0.543
N -2.10755 -0.16095 -0.28544 0.187
O -2.56564 0.91444 -0.61371 -0.625
H -0.35950 -2.07238 1.52568 0.265
H -1.19153 -2.79218 0.13570 0.323
H 0.44315 -2.12687 -0.05066 0.259
C 1.57072 1.15996 -0.56989 -0.953
C 0.37606 1.39903 0.29165 0.215
O -0.01586 0.63683 1.20233 -0.480
H 1.96918 0.16347 -0.41408 0.287
H 1.31138 1.30231 -1.62247 0.293
H 2.32890 1.91195 -0.32096 0.327
H -0.15205 2.34962 0.13633 0.396
```

## Properties
Relative energy (zero: lowest compared OMol25 entry of this formula, charge and spin): 503.65 kJ/mol
2S+1: 1
Orbital gap (alpha / beta): 0.326 / 0.326 hartree
LUMO (alpha / beta): 0.39 / 0.40 eV

***

[10]
Density functional theory data (ωB97M-V with the def2-TZVPD basis set) for one molecule with the formula C4H7NO2.

XYZ file:
```
14
Properties=species:S:1:pos:R:3:mulliken_charge:R:1
N 1.78349 0.60675 1.79029 -0.412
C 0.55980 0.43194 1.20439 0.522
O -0.40874 1.07569 1.56908 -0.597
C 0.41448 -0.66006 0.15170 -0.775
C -1.02018 -0.64372 -0.31590 0.181
C -1.41429 0.21375 -1.42782 -0.435
O -1.27882 -1.19229 -1.60076 -0.455
H 1.81591 1.37519 2.44580 0.262
H 2.64042 0.37744 1.31214 0.223
H 0.68286 -1.62943 0.59366 0.294
H 1.07322 -0.51923 -0.71464 0.356
H -1.74927 -0.87022 0.46279 0.366
H -0.65362 0.82156 -1.92087 0.220
H -2.42836 0.60439 -1.49463 0.251
```

## Properties
Relative energy (zero: lowest compared OMol25 entry of this formula, charge and spin): 138.09 kJ/mol
2S+1: 1
Orbital gap: 0.397 hartree
LUMO: 0.82 eV